The following is a quantum chemistry calculation of 2 unconnected molecules or ions with the total composition C2H3ClN2O in a non-equilibrium geometry, from the OMol25 dataset.

Geometry as XYZ:
```
9
Properties=species:S:1:pos:R:3:forces:R:3:mulliken_charge:R:1
C -1.274966 -1.352422 0.700272 -0.275 -2.789 0.225 0.5184
C -0.868531 1.433295 -0.377116 -0.617 2.194 -2.509 -0.2444
N -1.810449 -0.499153 0.099391 -0.883 1.417 -0.387 0.2920
N -1.888477 0.690803 -0.498840 0.193 0.545 -0.113 -0.5848
O -1.054961 -2.435473 1.114595 0.623 0.467 0.519 -0.4846
Cl 2.037694 -2.590856 1.354866 1.040 0.133 0.530 -0.2402
H -0.926685 2.393444 -1.056405 0.330 -1.830 1.852 0.2278
H 0.024373 1.132901 0.137983 0.411 0.058 0.335 0.2814
H 1.035906 -2.699451 0.611887 -0.824 -0.195 -0.452 0.2345
```
Positions in Å, forces in eV/Å.

Computed properties:
HOMO level	-10.569	eV
Kohn-Sham gap	10.80	eV

---

The following is a quantum chemistry calculation of 2 unconnected molecules or ions with the total composition C2H3ClN2O in a non-equilibrium geometry, from the OMol25 dataset.

Geometry as XYZ:
```
9
Properties=species:S:1:pos:R:3:forces:R:3:mulliken_charge:R:1
C -1.360420 -1.787837 -0.078690 0.870 0.815 -0.195 0.6058
C -0.522429 1.049028 -0.059941 0.104 1.064 1.795 -0.2998
N -0.320960 -1.170096 0.006956 -1.248 -2.488 0.272 -0.1298
N 0.222676 0.015487 0.022576 1.074 2.547 -0.597 -0.2542
O -2.233401 -2.539628 -0.201217 -0.465 -0.388 0.083 -0.3915
Cl 3.448233 0.900888 -0.178112 1.959 0.670 -0.793 -0.2571
H 0.020016 2.094115 0.042066 -1.431 -2.310 -0.492 0.2333
H -1.629702 0.876379 0.133773 1.102 0.800 -0.788 0.2112
H 2.375984 0.561667 0.312588 -1.965 -0.709 0.714 0.2822
```
Positions in Å, forces in eV/Å.

Computed properties:
HOMO level	-10.415	eV
Kohn-Sham gap	10.50	eV

---

The following is a quantum chemistry calculation of C2H3ClN2O in the gas phase in a non-equilibrium geometry, from the OMol25 dataset.

Geometry as XYZ:
```
9
Properties=species:S:1:pos:R:3:forces:R:3:mulliken_charge:R:1
C -0.974690 -0.661526 0.042342 -1.091 -0.655 0.186 0.0823
C 0.353916 -0.417125 0.178475 2.031 1.943 -0.336 -0.2097
N -0.066848 1.880940 -0.188836 -0.212 -1.194 -0.550 -0.3544
N -1.741530 0.350594 -0.223723 -1.515 -0.088 -0.353 -0.2362
O 0.703019 0.846081 0.264374 1.221 3.511 -0.135 -0.1215
Cl -3.408646 0.031811 0.131993 0.025 -0.244 0.010 -0.1472
H -1.349443 -1.598035 0.351502 -0.485 -1.179 0.086 0.4029
H 1.329678 -0.892328 0.242953 -0.987 -1.315 0.278 0.3604
H 0.314432 2.784548 0.122680 1.013 -0.779 0.816 0.2234
```
Positions in Å, forces in eV/Å.

Computed properties:
HOMO level (spin up / spin down)	-8.590 / -9.100	eV
Kohn-Sham gap (spin up / spin down)	8.33 / 8.29	eV

---

The following is a quantum chemistry calculation of 2 unconnected molecules or ions with the total composition C2H3ClO2 in a non-equilibrium geometry, from the OMol25 dataset.

Geometry as XYZ:
```
8
Properties=species:S:1:pos:R:3:forces:R:3:mulliken_charge:R:1
C 5.971073 -20.728666 -20.344174 0.796 -0.825 0.446 -0.8123
C 5.146821 -20.172848 -21.519697 1.100 0.605 0.028 0.5493
O 4.149808 -20.872191 -21.814909 -0.094 0.706 -0.391 -0.7160
O 5.621901 -19.103323 -22.031506 -1.140 -1.042 0.217 -0.7392
H 7.054580 -20.649831 -20.433027 0.070 0.553 -0.446 0.2806
H 5.846768 -21.807523 -20.250780 -0.502 -0.057 0.101 0.2652
H 5.752033 -20.277024 -19.376638 -0.399 0.182 0.004 0.1743
Cl 10.986321 -24.261944 -20.396135 0.170 -0.121 0.041 -1.0018
```
Positions in Å, forces in eV/Å.

Computed properties:
HOMO level	-1.511	eV
Kohn-Sham gap	8.13	eV
charge	-2

---

The following is a quantum chemistry calculation of 2 unconnected molecules or ions with the total composition C2H3ClO2 in a non-equilibrium geometry, from the OMol25 dataset.

Geometry as XYZ:
```
8
Properties=species:S:1:pos:R:3:forces:R:3:mulliken_charge:R:1
C 0.171309 -0.554145 -0.020791 3.780 0.953 -0.069 0.8105
C -1.109388 0.097616 0.025329 -0.799 0.338 0.135 -0.8747
O 0.748999 -1.552053 -0.034908 -0.946 0.495 0.026 -0.2813
O 1.494441 0.955087 -0.058299 -2.421 -1.623 0.072 -0.4979
Cl 2.982389 0.276051 0.015008 0.217 -0.181 -0.025 -0.0589
H -1.424695 0.316872 -0.993949 0.033 -0.020 -0.061 0.2733
H -1.829460 -0.574529 0.498264 0.037 0.056 -0.079 0.3208
H -1.033596 1.035103 0.569349 0.099 -0.018 0.001 0.3083
```
Positions in Å, forces in eV/Å.

Computed properties:
HOMO level	-8.891	eV
Kohn-Sham gap	9.21	eV

---

The following is a quantum chemistry calculation of 2 unconnected molecules or ions with the total composition C2H3ClO2P in a non-equilibrium geometry, from the OMol25 dataset.

Geometry as XYZ:
```
9
Properties=species:S:1:pos:R:3:forces:R:3:mulliken_charge:R:1
C 1.799579 -0.080208 0.478749 -1.034 -0.299 -0.834 -0.3787
C 1.497481 0.486343 -0.673099 2.757 1.881 -0.130 -0.3336
O -2.274025 -1.148824 1.128165 0.575 0.963 -1.350 -0.5710
O -2.510094 -0.932457 -1.493841 0.279 0.450 0.458 -0.5681
P -2.001309 -0.415518 -0.181615 -0.504 -1.567 0.774 0.5508
Cl -2.698712 1.592594 0.093427 -0.106 0.270 -0.017 -0.3433
H 2.824877 -0.073882 0.816444 0.196 0.059 0.312 0.2473
H 1.032316 -0.631256 1.005738 0.164 -0.142 0.319 0.2197
H 2.329891 1.203208 -1.173966 -2.327 -1.615 0.468 0.1770
```
Positions in Å, forces in eV/Å.

Computed properties:
HOMO level (spin up / spin down)	-3.436 / -5.660	eV
Kohn-Sham gap (spin up / spin down)	6.01 / 9.03	eV
charge	-1

---

The following is a quantum chemistry calculation of a molecular structure, C2H3ClO2S in a non-equilibrium geometry, from the OMol25 dataset.

Geometry as XYZ:
```
9
Properties=species:S:1:pos:R:3:forces:R:3:mulliken_charge:R:1
C 0.168880 -0.738515 0.665311 0.765 2.051 -2.340 -0.5062
C -0.854472 -0.353434 -0.277486 -1.340 -0.983 -1.313 0.5055
O 1.413104 1.232160 -0.616525 1.522 -0.313 1.307 -0.4297
O -0.660089 -0.129209 -1.433119 0.103 -0.265 -0.676 -0.5090
S 0.625738 1.022042 0.792618 1.246 0.611 0.803 0.1025
Cl -2.478050 -0.165730 0.325356 -0.792 0.054 0.688 -0.1847
H 0.004693 -1.095050 1.583682 -1.568 -1.032 3.533 0.4213
H 0.909765 -1.355865 0.257843 1.345 -0.449 -1.013 0.2526
H 0.870435 1.583597 -1.297681 -1.282 0.328 -0.989 0.3478
```
Positions in Å, forces in eV/Å.

Computed properties:
HOMO level	-9.456	eV
Kohn-Sham gap	10.07	eV

---

The following is a quantum chemistry calculation of 2 unconnected molecules or ions with the total composition C2H3ClO3P in a non-equilibrium geometry, from the OMol25 dataset.

Geometry as XYZ:
```
10
Properties=species:S:1:pos:R:3:forces:R:3:mulliken_charge:R:1
C 1.331966 -1.628976 -0.192046 2.227 1.991 2.484 -0.1258
C 0.023110 -1.180749 -0.634690 0.763 -0.548 2.319 -0.1832
O -0.022246 2.966570 0.512430 2.912 0.946 0.648 -0.5379
O -2.255460 2.566607 -0.449449 -1.860 -0.358 -1.231 -0.5622
O 0.290263 -2.521068 -0.421330 -0.465 -1.594 -1.022 -0.3644
P -1.147091 2.064779 0.364176 -0.918 -0.550 0.206 0.5206
Cl -1.959918 1.751482 2.339720 -0.064 -0.267 0.336 -0.3716
H 2.231777 -1.373280 -0.783711 -0.656 -1.228 -0.800 0.1698
H 1.738336 -1.678124 0.878939 -1.299 0.607 -1.164 0.1629
H -0.230737 -0.967241 -1.614039 -0.640 1.001 -1.775 0.2917
```
Positions in Å, forces in eV/Å.

Computed properties:
HOMO level (spin up / spin down)	-3.594 / -5.492	eV
Kohn-Sham gap (spin up / spin down)	6.72 / 8.82	eV
charge	-1

---

The following is a quantum chemistry calculation of 2 unconnected molecules or ions with the total composition C2H3ClS in a non-equilibrium geometry, from the OMol25 dataset.

Geometry as XYZ:
```
7
Properties=species:S:1:pos:R:3:forces:R:3:mulliken_charge:R:1
C -0.249168 0.300030 -0.165744 6.023 1.858 -0.223 -0.3362
C -1.516671 0.318240 -0.248150 -3.444 0.917 0.863 -0.0284
S 2.026073 -1.214817 -0.047764 -1.632 3.138 -0.631 -0.2181
Cl -2.450140 -1.063355 0.021465 -0.888 -1.492 -0.106 -0.1389
H 0.470565 1.171406 -0.192440 -1.186 -1.309 -0.047 0.3175
H 1.424627 -2.291577 0.254028 -1.069 -1.956 0.547 0.1182
H -2.263343 1.216805 -0.214019 2.197 -1.155 -0.404 0.2860
```
Positions in Å, forces in eV/Å.

Computed properties:
HOMO level (spin up / spin down)	-9.527 / -9.520	eV
Kohn-Sham gap (spin up / spin down)	7.28 / 7.26	eV

---

The following is a quantum chemistry calculation of a molecular structure, C2H3EuFO in a non-equilibrium geometry, from the OMol25 dataset.

Geometry as XYZ:
```
8
Properties=species:S:1:pos:R:3:forces:R:3:mulliken_charge:R:1
H -0.947707 0.755525 -1.672116 2.272 -0.495 -0.738 0.3203
C 0.185823 0.557831 -1.432869 -0.017 0.409 -0.323 -0.0871
C 0.383821 1.686280 -0.488324 -4.021 0.334 -0.183 0.0289
O -0.250225 1.511633 0.563318 2.048 0.356 1.146 -0.5252
H 1.006121 0.501896 -2.160216 -0.967 -0.241 -0.513 0.3484
F 0.216809 -0.616105 -0.668147 -0.034 -0.714 0.577 -0.3021
H 0.472175 2.690343 -0.933201 0.948 0.072 0.536 0.3915
Eu 0.041834 -0.542436 1.926541 -0.228 0.279 -0.503 1.8252
```
Positions in Å, forces in eV/Å.

Computed properties:
HOMO level (spin up / spin down)	-19.836 / -20.054	eV
Kohn-Sham gap (spin up / spin down)	10.04 / 10.47	eV
expectation value of S²	15.759
2S+1	8
charge	+2

---

In kJ/mol, the ΔE to the lowest compared entry with this formula, charge and spin values for the records above are, in order, 212.7 203.0 596.1 0.0 302.8 417.1 74.1 486.0 378.2 0.0.
In eV, the calculated total energy values for the records above are, in order, -19670.3656 -19670.4662 -19666.3917 -18741.3987 -18736.9120 -28028.5871 -29573.9466 -30075.3998 -25475.6470 -26197.7590.